Below is 6 unconnected molecules or ions with the total composition C18H30F4O20P2 in a non-equilibrium geometry, with properties calculated with ωB97M-V/def2-TZVPD.

Structure (XYZ):
```
74
Properties=species:S:1:pos:R:3:lowdin_charge:R:1
O -3.913 1.314 -5.522 0.1300
C -3.459 1.801 -4.488 -0.5539
O -2.799 1.124 -3.547 0.0935
C -2.321 1.992 -2.555 -0.0763
C -2.337 3.302 -3.248 -0.3288
F -1.117 3.589 -3.693 0.1177
O -3.231 3.077 -4.319 0.1668
H -3.116 2.006 -1.809 0.1318
H -1.342 1.808 -2.112 0.1336
H -2.751 3.980 -2.502 0.1626
O 4.582 -0.622 2.549 0.1818
C 3.896 -1.466 3.014 -0.6408
O 3.927 -2.730 2.697 0.1154
C 2.857 -3.370 3.389 -0.0262
C 2.173 -2.223 4.177 -0.3129
F 2.069 -2.633 5.435 0.0986
O 3.184 -1.266 4.095 0.1654
H 2.168 -3.856 2.699 0.1315
H 3.155 -4.168 4.070 0.1422
H 1.213 -1.887 3.784 0.1685
O 1.866 2.995 0.072 0.1524
C 1.530 1.829 0.034 -0.5133
O 1.813 0.914 0.951 0.0999
C 1.264 -0.309 0.523 -0.0767
C 0.185 0.053 -0.444 -0.3496
F -0.963 0.186 0.220 0.1016
O 0.665 1.278 -0.906 0.1222
H 2.006 -0.940 0.032 0.1326
H 0.872 -0.962 1.303 0.1438
H 0.174 -0.787 -1.139 0.1604
O 4.721 -1.032 -1.921 0.1296
C 5.097 -0.098 -1.231 -0.5248
O 6.358 0.024 -0.737 0.0854
C 6.364 1.116 0.194 -0.0445
C 5.071 1.814 -0.120 -0.3638
F 5.358 2.945 -0.717 0.1128
O 4.371 1.002 -1.017 0.1531
H 6.350 0.742 1.218 0.1189
H 7.303 1.669 0.160 0.1453
H 4.507 2.043 0.784 0.1661
C -1.784 3.954 0.560 -0.0820
O -2.619 2.826 0.410 -0.2415
P -3.848 2.532 1.385 0.4659
O -4.521 1.178 1.165 -0.2627
O -3.135 2.779 2.818 -0.2309
C -2.199 1.826 3.266 -0.1100
O -4.803 3.826 1.267 -0.2193
C -5.870 4.023 2.189 -0.0963
H -2.097 4.553 1.415 0.0929
H -1.974 4.622 -0.281 0.0861
H -0.716 3.738 0.548 0.0882
H -2.363 0.866 2.778 0.0840
H -2.104 1.757 4.350 0.0929
H -1.188 2.106 2.970 0.0812
H -5.645 4.951 2.714 0.0923
H -6.019 3.187 2.872 0.0904
H -6.816 4.166 1.667 0.0900
C -0.852 -4.726 -3.517 -0.0972
O -0.768 -5.111 -2.167 -0.2267
P -0.581 -4.070 -0.954 0.4754
O -0.925 -4.477 0.411 -0.2271
O -1.585 -2.858 -1.443 -0.2712
C -3.025 -3.016 -1.663 -0.0648
O 0.880 -3.367 -1.233 -0.2376
C 2.120 -3.970 -1.060 -0.1219
H -1.050 -5.631 -4.092 0.0997
H 0.078 -4.249 -3.825 0.0933
H -1.626 -3.975 -3.678 0.0776
H -3.283 -2.549 -2.614 0.0867
H -3.624 -2.568 -0.870 0.0928
H -3.286 -4.067 -1.787 0.0864
H 2.835 -3.218 -0.727 0.0813
H 2.602 -4.492 -1.886 0.0929
H 2.039 -4.803 -0.362 0.0871
```

Summary:
LUMO energy in eV: 0.2
Total energy in eV: -89553.292
Energy above the lowest of the compared OMol25 structures with the same formula, charge and spin in kJ/mol: 179.54
Multiplicity: 1